# 1
Density functional theory data (wB97M-V/def2-TZVPD) for an isolated molecule of C5H6O2 in a non-equilibrium geometry.

Output
max |F|	4.52	eV/Å
lowest unoccupied orbital energy	0.53	eV
frontier orbital gap	9.8	eV
calculated total energy	-344.4613	Eh
HOMO energy	-9.221	eV
SMILES	CC#COC(C)=O

ORCA input file:
```
! RIJCOSX wB97M-V def2-TZVPD def2/J DEFGRID3
* xyz 0 1
C -0.9671 -2.0016 1.0436
C -0.3179 -0.7412 0.9103
C 0.1572 0.2875 1.3076
O 0.5348 1.5246 1.0812
C 0.0684 1.6709 -0.2860
C 1.0867 1.2921 -1.4065
O -1.0769 1.9971 -0.4627
H -0.9012 -2.6307 1.9396
H -0.3854 -2.7002 0.2316
H -1.9900 -1.8362 0.8111
H 2.1340 1.5013 -1.5522
H 0.5711 1.4229 -2.3089
H 1.0864 0.2134 -1.3086
*
```

# 2
Density functional theory data (wB97M-V/def2-TZVPD) for C34H44BN8O3PSe2Sr as an isolated structure.

Output
max |F|	0.90	eV/Å
lowest unoccupied orbital energy	4.05	eV
frontier orbital gap	6.4	eV
calculated total energy	-7185.9650	Eh
HOMO energy	-2.348	eV

ORCA input file:
```
! RIJCOSX wB97M-V def2-TZVPD def2/J DEFGRID3
* xyz -2 1
Sr 0.1417 0.8834 1.2044
N 2.2340 1.9091 -0.2801
C 1.7263 3.1528 -0.8824
C 0.8295 3.9868 0.0554
O 1.0138 5.2246 0.0658
N -0.0740 3.2734 0.6892
C -1.0506 3.9763 1.4864
C -1.6987 3.1168 2.5948
O -2.2891 3.7115 3.5044
O -1.5735 1.8511 2.4821
H 3.0560 2.0882 0.2850
H 2.4924 1.2466 -1.0018
H 1.1043 2.8547 -1.7300
H 2.5312 3.8007 -1.2411
H -1.8854 4.3174 0.8565
H -0.6438 4.8775 1.9577
C -4.2186 -1.8556 0.9774
C -2.7392 -1.9333 0.6164
C -2.4831 -3.0326 -0.4142
C -1.8763 -2.1360 1.8308
C -2.2007 -2.7188 3.0697
C -1.0167 -2.6995 3.7716
N -0.0719 -2.1200 3.0094
N -0.5993 -1.7744 1.8099
B 1.3668 -1.8578 3.4946
N 1.5481 -0.4771 4.1712
C 1.6522 -0.2702 5.4952
C 1.6909 1.0894 5.7263
C 1.6238 1.6612 4.4447
N 1.5444 0.7062 3.5263
C 1.5906 3.1030 4.0234
C 2.9082 3.5181 3.3682
C 1.2352 4.0235 5.1851
N 2.4129 -2.0718 2.3940
C 3.4948 -2.8557 2.5385
C 4.2655 -2.7465 1.4020
C 3.5411 -1.8600 0.5848
N 2.4334 -1.4521 1.1954
C 3.8580 -1.4186 -0.8169
C 2.8773 -2.0416 -1.8075
C 5.2952 -1.7533 -1.2071
H -4.8130 -1.6667 0.0808
H -4.5656 -2.7989 1.4107
H -4.4096 -1.0558 1.6940
H -2.4501 -0.9791 0.1638
H -2.7333 -4.0132 0.0039
H -3.0933 -2.8722 -1.3052
H -1.4366 -3.0380 -0.7195
H -3.1550 -3.0991 3.3901
H -0.7676 -3.0462 4.7614
H 1.5831 -2.6623 4.3723
H 1.6722 -1.1131 6.1664
H 1.7420 1.6007 6.6720
H 0.8020 3.1926 3.2715
H 3.7492 3.3567 4.0497
H 3.0897 2.9343 2.4650
H 2.8781 4.5707 3.0812
H 2.0029 3.9866 5.9656
H 1.1583 5.0535 4.8351
H 0.2760 3.7453 5.6224
H 3.6267 -3.4206 3.4465
H 5.1961 -3.2416 1.1844
H 3.7516 -0.3303 -0.8439
H 3.0111 -3.1275 -1.8269
H 1.8440 -1.8424 -1.5292
H 3.0357 -1.6582 -2.8186
H 5.4569 -2.8343 -1.1934
H 5.5065 -1.4007 -2.2185
H 6.0149 -1.2950 -0.5258
Se -3.0019 2.3446 -2.5719
P -2.0005 0.5934 -3.2238
Se -0.3369 -0.1417 -2.0751
C -1.4735 0.7564 -4.9744
C -2.4160 1.1761 -5.9112
C -2.0720 1.2852 -7.2475
C -0.7778 0.9860 -7.6603
C 0.1651 0.5827 -6.7293
C -0.1822 0.4653 -5.3884
C -3.1745 -0.8161 -3.3862
C -2.7591 -1.9951 -4.0008
C -3.6184 -3.0758 -4.0965
C -4.9029 -2.9950 -3.5674
C -5.3171 -1.8264 -2.9493
C -4.4561 -0.7380 -2.8629
H -3.4136 1.4348 -5.5755
H -2.8119 1.6127 -7.9684
H -0.5074 1.0765 -8.7061
H 1.1781 0.3584 -7.0423
H 0.5408 0.1488 -4.6463
H -1.7498 -2.0732 -4.3889
H -3.2828 -3.9893 -4.5732
H -5.5725 -3.8447 -3.6323
H -6.3119 -1.7545 -2.5255
H -4.7647 0.1862 -2.3874
*
```

# 3
Density functional theory data (wB97M-V/def2-TZVPD) for an isolated molecule of C5H6O2.

Output
max |F|	0.58	eV/Å
lowest unoccupied orbital energy	-0.05	eV
frontier orbital gap	10.1	eV
calculated total energy	-344.5136	Eh
HOMO energy	-10.140	eV
SMILES	C#CC(=O)[C@@H](C)O

ORCA input file:
```
! RIJCOSX wB97M-V def2-TZVPD def2/J DEFGRID3
* xyz 0 1
C -1.2871 2.7167 -0.0996
C -0.5597 1.8049 -0.4053
C 0.2565 0.6222 -0.6853
O 0.9766 0.5414 -1.6539
C 0.1540 -0.4846 0.3772
C 0.1387 -1.8581 -0.2611
O 1.2960 -0.4126 1.2135
H -1.9310 3.5305 0.1568
H -0.7651 -0.3199 0.9599
H -0.0324 -2.6200 0.5040
H 1.1006 -2.0411 -0.7452
H -0.6528 -1.9278 -1.0137
H 1.3057 0.4483 1.6527
*
```